2 unconnected molecules or ions with the total composition C3H10NO at a distorted geometry. Source: OMol25; level of theory: ωB97M-V/def2-TZVPD.

Computed properties:
Multiplicity: 2
ΔE to the lowest compared entry with this formula, charge and spin, kJ/mol: 228.2
Gap between HOMO and LUMO (spin up / spin down), Ha: 0.129 / 0.274
Largest force on an atom, eV Å⁻¹: 3.53

Element x y z (Å)
C -0.72726 2.30632 -1.13865
N -0.04074 1.93941 0.12533
H -0.92246 1.38024 -1.64763
H -1.63796 2.81544 -0.78334
H -0.16741 2.81289 -1.86166
H 0.93101 2.21741 -0.15805
H 0.18564 0.88464 0.31763
H -0.36873 2.26752 1.11884
O 0.09065 -0.61411 0.57715
C -0.21875 -1.86045 0.70509
C 0.86179 -2.85192 0.53729
H -1.29983 -2.08704 0.94647
H 0.70332 -3.83864 0.96728
H 1.77457 -2.43170 0.85507
H 0.83617 -2.94000 -0.56082

Cartesian forces, eV/Å:
-2.721 -1.320 1.825
3.130 0.492 1.101
-0.768 -0.570 0.068
0.225 -0.128 -1.087
1.198 1.517 -0.262
-0.712 0.231 1.786
-1.391 -1.375 -0.363
0.779 -0.133 -2.885
0.685 2.861 -0.490
-2.121 -0.619 1.562
-1.638 -0.483 -1.341
1.195 -0.236 -0.247
-0.140 -0.004 0.104
1.272 0.395 0.360
1.005 -0.629 -0.131

2 unconnected molecules or ions with the total composition C3H10NO at a distorted geometry. Source: OMol25; level of theory: ωB97M-V/def2-TZVPD.

Computed properties:
Charge: +1
ΔE to the lowest compared entry with this formula, charge and spin, kJ/mol: 166.2
Gap between HOMO and LUMO, Ha: 0.427
Largest force on an atom, eV Å⁻¹: 2.33

Element x y z (Å)
C -1.05166 -1.83149 -1.72432
O -0.10470 -0.70621 -1.48061
H -1.72003 -1.75008 -2.58568
H -1.56990 -2.11640 -0.81095
H -0.33521 -2.62559 -1.85300
H -0.59833 0.04003 -1.85488
C 0.97800 0.93313 1.12061
C 0.67581 2.19314 1.32665
N -0.07507 -0.11558 1.10145
H 1.97584 0.55360 0.70061
H 1.45193 2.92649 1.55146
H -0.30509 2.64663 1.43526
H -0.97392 0.23904 1.44815
H 0.13725 -0.99866 1.65342
H -0.26226 -0.42682 0.07718

Cartesian forces, eV/Å:
1.672 -0.714 0.559
-2.286 0.063 -0.454
0.329 0.440 0.240
-0.451 0.483 0.054
-0.170 -0.625 -0.577
0.615 0.278 -0.040
1.154 -1.170 -1.139
0.270 0.958 0.834
-0.597 -1.076 -0.118
-1.518 0.564 1.334
0.134 -0.289 -0.821
-0.224 -0.636 0.272
0.356 0.064 0.172
0.049 1.508 -0.648
0.667 0.153 0.332

2 unconnected molecules or ions with the total composition C3H10NO at a distorted geometry. Source: OMol25; level of theory: ωB97M-V/def2-TZVPD.

Computed properties:
Charge: +1
ΔE to the lowest compared entry with this formula, charge and spin, kJ/mol: 144.2
Gap between HOMO and LUMO, Ha: 0.269
Largest force on an atom, eV Å⁻¹: 2.53

Element x y z (Å)
C -5.71216 -0.68446 -0.29021
N -4.98005 0.33451 0.51964
H -6.10435 -0.22867 -1.18922
H -6.52114 -1.12953 0.31423
H -5.05624 -1.52669 -0.54254
H -5.22863 1.28563 0.22117
H -5.13022 0.38285 1.52899
H -3.98584 0.33245 0.27354
O 3.00756 0.44409 -0.02336
C 4.20596 0.49615 0.15402
C 5.16542 -0.50401 -0.43554
H 4.53937 1.32348 0.79885
H 5.80962 -0.13165 -1.23263
H 5.65961 -0.68933 0.55257
H 4.72487 -1.48182 -0.62122

Cartesian forces, eV/Å:
-0.677 -1.426 0.534
0.489 1.590 -0.798
-0.003 0.099 -0.025
0.253 0.533 -0.310
0.064 0.510 0.067
-0.403 -0.148 -0.095
0.184 -0.760 0.035
0.122 -0.396 0.590
0.169 -0.153 0.157
-1.825 0.122 -1.333
0.183 -0.079 2.521
0.767 -0.143 -0.035
0.096 -0.040 0.383
1.030 -0.095 -1.065
-0.449 0.385 -0.625

2 unconnected molecules or ions with the total composition C3H10NO at a distorted geometry. Source: OMol25; level of theory: ωB97M-V/def2-TZVPD.

Computed properties:
Charge: +1
ΔE to the lowest compared entry with this formula, charge and spin, kJ/mol: 274.5
Gap between HOMO and LUMO, Ha: 0.379
Largest force on an atom, eV Å⁻¹: 6.19

Element x y z (Å)
C -0.87320 0.49112 -1.71559
N 0.13766 -0.42001 -1.14272
H -0.83214 1.14929 -2.59773
H -1.47147 1.06467 -0.84410
H -1.64882 -0.31894 -2.10376
H 1.08515 -0.00231 -0.83921
H -0.10402 -0.94827 -0.26999
H 0.36016 -0.98645 -1.93424
C 1.04951 0.72635 1.26396
C 0.62075 -0.39369 1.89400
O -0.51081 -0.79989 1.40866
H 0.35409 1.02917 0.52525
H 2.01930 1.11777 1.29858
H 0.88637 -0.76498 2.85809
H -1.07252 -0.94381 2.19879

Cartesian forces, eV/Å:
-5.863 -0.778 1.823
3.328 1.301 -0.537
1.720 -0.305 0.556
1.665 -1.281 -2.013
1.107 1.846 0.878
-1.727 -0.264 -0.701
-0.891 0.277 -0.883
0.430 -1.344 -0.239
0.308 -2.166 0.950
2.797 4.243 0.168
-4.234 -2.241 0.616
-0.210 0.993 -0.330
1.063 0.809 0.492
0.921 -0.563 0.251
-0.416 -0.527 -1.031